Formula: C79H168F24N13O20S8
Source: OMol25
Level of theory: ωB97M-V with the def2-TZVPD basis set

Kohn-Sham gap = 9.03 eV
LUMO = -0.209 Eh
HOMO energy = -14.73 eV

ORCA input file:
```
! RIJCOSX wB97M-V def2-TZVPD def2/J DEFGRID3
* xyz 5 1
C -5.8285 4.4530 15.0893
C -5.0053 3.5144 15.9955
N -3.9641 2.6561 15.2189
C -3.0031 3.5600 14.6296
C -3.3912 1.6857 16.2617
C -2.7634 2.2489 17.5199
C -4.7752 1.9191 14.1699
C -4.1391 0.5842 13.8043
O -2.8768 0.8065 13.1458
C -2.2358 -0.3784 12.7789
H -5.2296 5.2496 14.5646
H -6.4269 5.0148 15.8229
H -6.4818 3.9378 14.4158
H -5.7039 2.8175 16.4427
H -4.5790 4.1057 16.8143
H -3.3590 4.0079 13.6764
H -2.1015 2.9711 14.3990
H -2.7113 4.3587 15.3458
H -2.5618 1.0957 15.8555
H -4.2878 1.1257 16.4072
H -3.4689 2.7851 18.1899
H -1.8942 2.8696 17.2639
H -2.4240 1.3351 18.0645
H -4.8354 2.6245 13.3398
H -5.8455 1.7883 14.4166
H -4.7977 -0.0393 13.1763
H -4.0109 -0.0368 14.7643
H -2.3162 -1.2175 13.5894
H -1.1580 -0.1441 12.6711
H -2.5594 -0.8069 11.7874
C -0.5418 -2.4321 -0.9003
C 0.0562 -1.7125 0.2869
N 0.1712 -0.2086 0.1776
C 0.8637 0.2418 1.3966
C 1.0249 0.1207 -1.0662
C 2.3438 -0.5795 -1.2627
C -1.2151 0.3722 0.1127
C -1.2457 1.7446 -0.5886
O -0.6780 2.7316 0.1055
C -1.6032 3.2482 1.1363
H -0.5686 -3.4777 -0.5738
H 0.1706 -2.4606 -1.7671
H -1.5725 -2.2266 -1.2031
H 1.1079 -2.0461 0.5104
H -0.6165 -1.9098 1.1098
H 0.2376 -0.0596 2.2058
H 0.9472 1.3424 1.4186
H 1.8851 -0.1655 1.4824
H 1.1244 1.2035 -0.9676
H 0.3589 0.0536 -1.9114
H 2.2373 -1.6767 -1.1311
H 3.1234 -0.2660 -0.5091
H 2.8426 -0.3041 -2.2116
H -1.5276 0.4641 1.2014
H -1.8836 -0.3781 -0.3431
H -2.3173 1.9675 -0.8857
H -0.6005 1.8209 -1.4729
H -1.0709 3.4993 2.0240
H -2.3578 2.4933 1.3025
H -2.1216 4.1567 0.7845
C -7.3976 0.3832 2.6364
N -8.6143 -0.4741 2.8747
C -8.0272 -1.5791 3.7585
C -9.8017 0.1229 3.4472
C -8.9890 -1.1274 1.5320
C -9.8134 -0.1956 0.6181
O -9.2201 1.1084 0.6267
H -7.3121 0.9928 3.5106
H -7.4769 1.0025 1.7400
H -6.5361 -0.2088 2.5070
H -7.5693 -1.1019 4.6330
H -7.2450 -2.1182 3.2328
H -8.8399 -2.2529 4.1262
H -9.6459 0.5349 4.4492
H -10.6187 -0.6073 3.3896
H -10.0997 0.9229 2.7881
H -9.6123 -1.9803 1.7523
H -7.9970 -1.3418 1.1126
H -10.8439 -0.0468 0.8915
H -9.7590 -0.6997 -0.2984
H -8.5263 1.1298 -0.0562
C 5.2932 -4.2622 14.2964
N 6.6434 -4.4170 13.7418
C 7.4942 -4.1807 14.9854
C 6.8885 -5.8585 13.3498
C 6.9340 -3.4914 12.6559
C 8.4032 -3.3497 12.2593
O 8.8854 -4.5725 11.8181
H 4.5478 -4.4262 13.5424
H 5.2501 -3.2846 14.7156
H 5.0911 -5.0060 15.0703
H 7.6396 -3.1226 15.1811
H 8.5016 -4.5943 14.7761
H 6.9602 -4.5551 15.8046
H 7.8812 -5.9780 12.8962
H 6.1098 -6.0945 12.5711
H 6.7153 -6.5622 14.1780
H 6.5104 -2.5311 12.8229
H 6.4136 -3.9422 11.7729
H 8.9852 -2.9468 13.0690
H 8.4663 -2.6260 11.5045
H 9.8265 -4.6531 11.6685
C 3.2000 2.1708 -10.4329
C 4.2477 3.0238 -9.6777
C 5.4488 2.2155 -9.2342
N 6.5146 3.0833 -8.6157
C 7.5554 2.1518 -7.8997
C 8.8185 2.9427 -7.2923
C 9.5040 3.6874 -8.3798
C 8.5214 4.5715 -9.0642
C 7.2966 3.8309 -9.6231
C 5.8118 3.9749 -7.6282
H 3.7563 1.6441 -11.2012
H 2.3993 2.7721 -10.9930
H 2.7610 1.3998 -9.8033
H 3.7269 3.6027 -8.9434
H 4.7256 3.7711 -10.3395
H 5.8486 1.7618 -10.1367
H 5.2588 1.4840 -8.5190
H 7.8626 1.4742 -8.6622
H 6.9996 1.6162 -7.1574
H 9.4132 2.0360 -6.8880
H 8.4639 3.6147 -6.4363
H 9.9307 3.0085 -9.1005
H 10.3433 4.2217 -8.0463
H 9.1150 5.0318 -9.8849
H 8.1791 5.4156 -8.4935
H 7.6390 3.0867 -10.3783
H 6.6444 4.5634 -10.0824
H 5.1413 3.4027 -7.0122
H 5.2277 4.7712 -8.2268
H 6.5196 4.6064 -7.0863
C -7.5441 2.6580 -5.0988
C -6.0791 2.8090 -5.7665
C -5.6745 4.2064 -5.4504
N -4.7002 4.8882 -6.3580
C -4.4931 6.3242 -5.9716
C -3.9136 6.4100 -4.5865
C -2.4868 5.8742 -4.6509
C -2.5964 4.4046 -4.9920
C -3.3169 4.1888 -6.3399
C -5.1210 4.8328 -7.8504
H -7.5193 2.8322 -4.0263
H -7.8922 1.6280 -5.1918
H -8.3541 3.2329 -5.5688
H -6.0879 2.4625 -6.8391
H -5.5363 2.1466 -5.1671
H -5.3795 4.2452 -4.4208
H -6.5160 4.8472 -5.4701
H -5.5233 6.7077 -5.9624
H -3.9159 6.9408 -6.5538
H -4.4115 5.8276 -3.7814
H -4.0558 7.4624 -4.2332
H -1.9726 5.9520 -3.6784
H -1.8142 6.3737 -5.4230
H -3.1080 3.8393 -4.2106
H -1.6067 3.8550 -5.0364
H -3.5576 3.1295 -6.5334
H -2.7599 4.6712 -7.1653
H -4.8566 5.7900 -8.2882
H -6.2348 4.7784 -7.8802
H -4.7001 3.9945 -8.4041
C -0.0321 7.9879 -0.8748
C 0.4598 8.7874 0.2849
C 1.9309 8.7037 0.5667
N 2.4466 9.8393 1.4418
C 3.8687 9.3555 1.9137
C 4.6285 10.4275 2.6364
C 4.7153 11.6705 1.8208
C 3.3653 12.1573 1.4005
C 2.5634 11.1032 0.6539
C 1.6181 10.1009 2.6129
H 0.2391 6.9006 -0.6629
H 0.4739 8.1656 -1.8285
H -1.1369 7.9647 -0.9505
H -0.2532 8.4680 1.0318
H 0.2223 9.8448 0.1213
H 2.4540 8.7476 -0.3600
H 2.0517 7.7810 1.0084
H 4.4198 9.0260 0.9970
H 3.5992 8.5311 2.5715
H 5.6274 10.0215 2.7562
H 4.2368 10.5384 3.6665
H 5.3279 11.4128 0.9278
H 5.3346 12.4827 2.3040
H 3.6942 12.9780 0.7170
H 2.7221 12.6643 2.1463
H 3.0727 10.7864 -0.3089
H 1.4924 11.5121 0.4362
H 1.9389 10.9246 3.1723
H 1.5230 9.2296 3.3057
H 0.6383 10.3197 2.2673
C -2.3435 -5.2586 -1.8994
C -2.6143 -4.8436 -3.3225
C -1.6175 -5.6388 -4.1906
N -1.6021 -5.2380 -5.6600
C -0.6727 -6.1052 -6.4899
C -1.1985 -7.5058 -6.6954
C -2.6747 -7.5834 -7.1236
C -3.5376 -6.6959 -6.2265
C -3.0163 -5.3034 -6.3038
C -0.9785 -3.8691 -5.8247
H -1.2955 -5.1201 -1.7888
H -2.6706 -6.2936 -1.6907
H -2.8180 -4.6012 -1.2232
H -2.4647 -3.7817 -3.4308
H -3.7265 -5.0513 -3.5423
H -1.9651 -6.7189 -4.1199
H -0.6052 -5.4371 -3.7954
H 0.3265 -6.1680 -6.0474
H -0.6827 -5.5442 -7.4319
H -1.0765 -8.0679 -5.7203
H -0.5119 -7.9048 -7.4137
H -3.0727 -8.5949 -7.1410
H -2.7926 -7.2597 -8.2082
H -3.5792 -7.1042 -5.1908
H -4.5478 -6.8252 -6.5008
H -3.6451 -4.5546 -5.8095
H -2.7916 -5.0179 -7.3333
H 0.0348 -3.8640 -5.3335
H -1.5912 -3.1091 -5.3437
H -0.9255 -3.6516 -6.8770
C 0.2038 -10.4377 -5.0850
C 1.4533 -11.3057 -5.0587
C 2.3862 -10.6053 -4.0446
N 3.8527 -11.1061 -3.9550
C 4.5059 -11.0502 -5.3204
C 5.9757 -11.2827 -5.1791
C 6.6656 -10.2871 -4.2613
C 6.0449 -10.3440 -2.8780
C 4.5046 -10.2292 -2.9531
C 3.8161 -12.5330 -3.5459
H 0.4200 -9.3936 -5.4857
H -0.0817 -10.1811 -4.0448
H -0.6314 -10.8902 -5.6603
H 1.9823 -11.4412 -6.0153
H 1.1975 -12.2520 -4.6597
H 1.9213 -10.5840 -3.0731
H 2.5997 -9.5670 -4.2476
H 4.3668 -10.0730 -5.7370
H 3.9348 -11.7751 -5.8960
H 6.3228 -11.2425 -6.1851
H 6.2276 -12.2885 -4.8910
H 6.6982 -9.2059 -4.6673
H 7.6780 -10.5874 -4.1846
H 6.4656 -9.5112 -2.3265
H 6.3821 -11.2524 -2.3019
H 4.2422 -9.2198 -3.3412
H 3.9380 -10.4462 -2.0459
H 4.7600 -13.0967 -3.6546
H 3.0802 -12.9739 -4.1745
H 3.4391 -12.6291 -2.5345
C -5.1750 3.5814 -1.0249
F -5.7209 4.0943 -2.1891
F -3.8743 3.8113 -1.0230
F -5.7394 4.2343 -0.0248
S -5.4075 1.7122 -1.0032
O -4.6619 1.2307 0.1169
O -6.8608 1.5216 -0.8538
N -4.8946 1.4230 -2.4884
S -4.1346 0.1539 -3.0095
O -3.3144 0.5380 -4.1728
O -3.5646 -0.7188 -2.0054
C -5.3823 -1.0831 -3.7873
F -4.7055 -2.1976 -4.1478
F -6.2629 -1.3964 -2.8311
F -6.0191 -0.4706 -4.7984
C 1.6312 1.1708 -6.3875
F 2.0643 0.1310 -7.0759
F 1.2431 2.0406 -7.3412
F 0.5706 0.8472 -5.7108
S 3.0517 1.6744 -5.2424
O 2.8133 0.8835 -4.1103
O 4.2323 1.3880 -5.9947
N 2.9462 3.2965 -5.0905
S 1.6781 4.2371 -4.7719
O 0.4517 3.6305 -5.2140
O 1.6862 4.9512 -3.5574
C 2.1308 5.5699 -6.0518
F 1.2582 6.6012 -5.8963
F 3.3837 6.0730 -5.8138
F 2.0895 5.0443 -7.2240
C 0.8497 1.3481 5.7557
F 1.1079 0.2266 5.0898
F 0.6798 1.0365 7.0373
F 1.8694 2.1724 5.7385
S -0.5717 2.2854 5.0359
O -0.6762 3.4879 5.7918
O -0.1084 2.4164 3.6619
N -1.8392 1.3760 5.2116
S -2.7604 0.7658 4.1127
O -3.6702 1.7145 3.5030
O -2.1241 -0.1914 3.2860
C -3.8422 -0.1455 5.3232
F -4.9279 -0.5749 4.6506
F -3.2548 -1.1785 5.8004
F -4.2314 0.7592 6.2607
C 2.9793 -4.1741 -5.5803
F 4.3132 -4.2358 -5.5333
F 2.6098 -3.0134 -6.1748
F 2.4939 -5.2378 -6.1457
S 2.4192 -4.0856 -3.7412
O 3.6282 -4.2114 -2.9761
O 1.6114 -2.9110 -3.5930
N 1.4369 -5.3448 -3.6546
S 1.8103 -6.7860 -3.2352
O 0.5807 -7.5131 -3.2968
O 2.9558 -7.4770 -3.7971
C 2.2978 -6.7800 -1.3767
F 2.0001 -7.9358 -0.8227
F 3.6343 -6.6517 -1.4124
F 1.7972 -5.7522 -0.7780
*
```